C50H57AgAs2F5OP | ωB97M-V/def2-TZVPD

**Molecular weight**: 1057.68 g/mol
**LUMO**: 0.24 eV
**E_HOMO**: -7.130 eV

Element x y z (Å)
Ag 0.1993 -0.9924 0.9602
C -0.1824 -0.0673 -2.5713
C 0.7764 -1.2127 -2.9204
As 1.6061 -2.0995 -1.3599
C 2.6987 -3.3506 -2.4013
C 3.7173 -2.8319 -3.1992
C 4.5034 -3.6711 -3.9742
C 4.2885 -5.0432 -3.9487
C 3.2908 -5.5690 -3.1404
C 2.4991 -4.7269 -2.3679
C 0.2605 -3.3804 -0.7581
C 0.3997 -3.8675 0.5433
C -0.5051 -4.7882 1.0601
C -1.5544 -5.2333 0.2743
C -1.6848 -4.7791 -1.0357
C -0.7822 -3.8649 -1.5485
As -2.0541 -0.6172 -2.2042
C -2.7893 1.1974 -2.1843
C -3.9923 1.5021 -2.8177
C -4.5101 2.7899 -2.7709
C -3.8317 3.7939 -2.0907
C -2.6434 3.4976 -1.4371
C -2.1350 2.2061 -1.4803
C -2.5026 -1.0861 -4.0533
C -2.2198 -0.2612 -5.1408
C -2.5420 -0.6565 -6.4308
C -3.1587 -1.8840 -6.6501
C -3.4596 -2.7066 -5.5747
C -3.1316 -2.3070 -4.2839
H -0.2137 0.6622 -3.3795
H 0.1794 0.4602 -1.6840
H 1.6284 -0.8037 -3.4630
H 0.3186 -1.9507 -3.5805
H 3.8982 -1.7625 -3.2143
H 5.2877 -3.2569 -4.5961
H 4.9007 -5.6991 -4.5544
H 3.1241 -6.6391 -3.1103
H 1.7231 -5.1468 -1.7406
H 1.2284 -3.5347 1.1589
H -0.4006 -5.1299 2.0817
H -2.2732 -5.9342 0.6810
H -2.4989 -5.1387 -1.6529
H -0.8886 -3.5346 -2.5733
H -4.5251 0.7270 -3.3558
H -5.4460 3.0102 -3.2698
H -4.2307 4.8013 -2.0695
H -2.1092 4.2735 -0.8977
H -1.2166 1.9782 -0.9543
H -1.7584 0.7075 -4.9825
H -2.3133 -0.0077 -7.2678
H -3.4068 -2.1943 -7.6578
H -3.9492 -3.6589 -5.7388
H -3.3727 -2.9460 -3.4411
F -6.1369 -3.2723 2.9021
C -4.8304 -2.9724 2.8567
C -3.9228 -3.6421 3.6592
F -4.3651 -4.6043 4.4747
C -2.5800 -3.3356 3.6232
F -1.7397 -4.0307 4.4091
C -2.0382 -2.3414 2.7767
O -0.7794 -2.0712 2.7306
C -3.0120 -1.6955 1.9888
F -2.5861 -0.7297 1.1456
C -4.3581 -1.9876 2.0142
F -5.2028 -1.3159 1.2261
C 4.2747 1.5276 4.8699
C 3.0110 0.7419 5.2128
C 1.8487 1.1292 4.2771
C 2.3565 1.5609 2.8829
C 3.6087 0.7379 2.5441
C 4.7694 1.1664 3.4561
P 1.0424 1.3384 1.6103
C -0.4682 2.2145 2.2417
C -0.2945 3.6772 2.6961
C -1.4724 4.1267 3.5814
C -2.7696 3.4657 3.1210
C -2.7032 1.9396 3.3402
C -1.2517 1.4276 3.3078
C 1.5308 2.4001 0.1580
C 2.4654 1.6643 -0.8130
C 2.7375 2.5432 -2.0330
C 3.4638 3.8526 -1.6334
C 3.4565 4.0639 -0.1157
C 2.0590 3.8326 0.4611
H 5.0576 1.3304 5.6043
H 4.0533 2.5986 4.9285
H 2.7224 0.9261 6.2483
H 3.2201 -0.3287 5.1280
H 1.2785 1.9466 4.7226
H 1.1723 0.2760 4.1711
H 2.6378 2.6171 2.9026
H 3.8991 0.8545 1.5012
H 3.3738 -0.3212 2.6873
H 5.2767 2.0293 3.0161
H 5.5044 0.3598 3.5091
H -1.1057 2.2033 1.3480
H -0.2440 4.3233 1.8159
H 0.6414 3.8072 3.2490
H -1.5595 5.2149 3.5473
H -1.2842 3.8559 4.6243
H -2.9252 3.6866 2.0592
H -3.6235 3.8871 3.6541
H -3.2842 1.4366 2.5658
H -3.1501 1.6813 4.3029
H -1.2299 0.3597 3.0990
H -0.7931 1.5660 4.2882
H 0.5757 2.4976 -0.3724
H 2.0187 0.7185 -1.1159
H 3.4160 1.4131 -0.3406
H 1.7822 2.7760 -2.5136
H 3.3303 1.9870 -2.7617
H 2.9739 4.7058 -2.1105
H 4.4958 3.8411 -1.9904
H 3.7828 5.0781 0.1212
H 4.1715 3.3854 0.3615
H 1.3808 4.5662 0.0157
H 2.0751 4.0363 1.5304

C50H58Cl3N9O5PS2SeTi | ωB97M-V/def2-TZVPD

**Molecular weight**: 1193.37 g/mol
**Multiplicity**: 2
**LUMO (alpha / beta)**: -0.77 / -0.77 eV
**E_HOMO (alpha / beta)**: -5.411 / -7.945 eV

Element x y z (Å)
Ti -0.0656 -0.9590 -1.3148
C 0.1626 -3.3793 3.9274
C -0.4510 -3.7493 2.6030
C -0.4542 -5.0720 2.1608
C -1.1524 -5.3944 1.0143
C -1.7979 -4.3870 0.3181
C -1.6674 -3.0885 0.7779
N -1.0290 -2.7749 1.9083
C -2.3955 -1.9665 0.1209
C -3.7198 -2.2090 -0.2225
C -4.4765 -1.1796 -0.7109
C -3.9456 0.0975 -0.6709
C -2.6486 0.3040 -0.2356
N -1.8202 -0.7401 0.0276
C -2.1966 1.6993 0.0817
C -3.1352 2.7271 0.1065
C -2.7329 4.0073 0.4332
C -1.4045 4.2249 0.7301
C -0.5261 3.1436 0.7174
C 0.9196 3.3747 1.0562
N -0.9182 1.9056 0.3982
H -0.4498 -3.7734 4.7430
H 0.2081 -2.2950 4.0144
H 1.1684 -3.7930 4.0298
H 0.0715 -5.8341 2.7242
H -1.2010 -6.4160 0.6614
H -2.3678 -4.6084 -0.5729
H -4.1466 -3.1885 -0.0691
H -5.4872 -1.3475 -1.0615
H -4.5564 0.9287 -0.9836
H -4.1752 2.5529 -0.1193
H -3.4495 4.8197 0.4493
H -1.0384 5.2144 0.9754
H 1.0714 4.3827 1.4383
H 1.5362 3.2432 0.1632
H 1.2586 2.6697 1.8082
O 3.3375 -2.2387 -0.6542
S 2.1428 -2.1002 -1.4179
O 2.1428 -2.7384 -2.7032
O 1.7617 -0.6050 -1.6361
O 0.8537 -2.4515 -0.6538
Cl 2.5144 -2.1126 9.9134
C 2.7511 -1.1759 8.4750
C 2.7660 -1.7983 7.2401
C 2.9328 -1.0277 6.1005
C 3.0942 0.3545 6.1534
C 3.1943 1.2141 4.9082
C 4.0418 0.6356 3.7392
N 3.2863 -0.1770 2.8057
C 3.1136 -1.5480 2.8090
C 2.0937 -1.7951 1.9499
N 1.6232 -0.6162 1.3985
C 2.3762 0.3135 1.9289
O 1.9266 1.6002 4.3939
C 0.8166 0.7570 4.6752
C 0.2765 0.8923 6.0731
C 0.0122 2.0708 6.7040
Cl 0.1554 3.6524 6.0560
S -0.5449 1.8481 8.3144
C -0.4512 0.1458 8.1538
C -0.0075 -0.2190 6.9245
C 3.0898 0.9394 7.4230
Cl 3.2767 2.6548 7.6248
C 2.9149 0.1925 8.5762
H 2.6423 -2.8711 7.1665
H 2.9135 -1.5217 5.1398
H 3.6802 2.1382 5.2063
H 4.8685 0.0551 4.1441
H 4.4487 1.4781 3.1825
H 3.7805 -2.2161 3.3301
H 1.6963 -2.7506 1.6602
H 2.3158 1.3656 1.7093
H 1.0684 -0.2903 4.4834
H 0.0523 1.0397 3.9512
H -0.7284 -0.4910 8.9822
H 0.1320 -1.2498 6.6168
H 2.8982 0.6807 9.5407
Se 0.1099 -6.1067 -2.9930
N -1.1723 -5.7353 -4.1781
C -1.5822 -4.5153 -3.9031
C -2.6675 -3.8885 -4.5531
C -3.0177 -2.6213 -4.1134
C -2.2974 -1.9804 -3.1337
N -1.2195 -2.4834 -2.4519
C -0.8878 -3.8146 -2.7887
N -0.0172 -4.5470 -2.1623
H -3.1997 -4.4040 -5.3409
H -3.8491 -2.0934 -4.5661
H -2.5836 -0.9894 -2.8438
C 2.4767 1.8350 -3.4518
C 1.0930 2.4981 -3.3402
C 1.1068 3.7727 -4.1863
C 0.9190 2.8680 -1.8596
P -0.2897 1.2531 -3.7754
N -0.6527 0.2874 -2.5484
C 0.2798 0.3493 -5.3461
C -0.9076 -0.3797 -5.9908
C 1.2850 -0.7384 -4.9379
C 0.9135 1.2568 -6.4054
C -1.8390 2.2508 -4.2208
C -2.1032 3.2854 -3.1177
C -1.8179 2.9637 -5.5754
C -3.0476 1.3002 -4.1655
H 3.1999 2.4786 -2.9416
H 2.8105 1.7281 -4.4815
H 2.5015 0.8672 -2.9662
H 1.9778 4.3631 -3.8858
H 0.2278 4.3963 -4.0396
H 1.2067 3.5637 -5.2514
H 1.7539 3.5108 -1.5633
H 0.9267 1.9788 -1.2402
H -0.0041 3.4111 -1.6652
H -1.4332 -0.9968 -5.2672
H -0.5207 -1.0426 -6.7685
H -1.6127 0.3022 -6.4663
H 1.0114 -1.2283 -4.0174
H 2.2966 -0.3544 -4.8188
H 1.3154 -1.5089 -5.7111
H 0.2256 2.0123 -6.7826
H 1.2045 0.6247 -7.2490
H 1.8113 1.7565 -6.0494
H -1.4174 4.1295 -3.1390
H -2.0520 2.8179 -2.1388
H -3.1138 3.6853 -3.2501
H -0.9318 3.5800 -5.7149
H -2.6886 3.6249 -5.6260
H -1.8893 2.2684 -6.4107
H -3.1237 0.8634 -3.1712
H -3.0039 0.4923 -4.8917
H -3.9569 1.8789 -4.3596

C50H59N8O6PS | ωB97M-V/def2-TZVPD

**Molecular weight**: 931.11 g/mol
**LUMO**: 0.04 eV
**E_HOMO**: -8.831 eV

Element x y z (Å)
C -2.9609 2.9159 -9.5088
C -1.7510 3.2264 -8.6086
P -0.4464 1.9456 -8.8924
C -1.3167 0.4063 -8.3388
C -0.9901 -0.7730 -9.2626
C 0.7106 2.2111 -7.4581
O 2.0772 1.9950 -7.8951
C 2.8384 2.7162 -7.0300
O 3.9008 2.4025 -6.6116
O 2.1879 3.8674 -6.7364
C 0.7643 3.6230 -6.8528
C 0.0685 3.8148 -5.4990
C -0.4994 2.5626 -4.8318
C -1.1000 2.8799 -3.4649
S -2.8194 3.3817 -3.5769
O -3.3424 2.9502 -4.8387
O -2.9581 4.7457 -3.1897
O -3.5292 2.5328 -2.4245
H -2.6839 2.2868 -10.3585
H -3.7379 2.3919 -8.9548
H -3.3908 3.8320 -9.9104
H -1.3157 4.1824 -8.9010
H -2.0668 3.2862 -7.5631
H -2.3935 0.5787 -8.3701
H -1.0311 0.1560 -7.3148
H -1.1622 -0.4939 -10.3028
H 0.0614 -1.0527 -9.1813
H -1.6111 -1.6375 -9.0243
H 0.5238 1.4455 -6.7063
H 0.3991 4.3692 -7.5564
H -0.7179 4.5646 -5.6124
H 0.8126 4.2503 -4.8281
H 0.2958 1.8277 -4.6908
H -1.2595 2.1043 -5.4665
H -0.5765 3.6914 -2.9628
H -1.0370 2.0190 -2.8033
H -3.0257 1.7394 -2.2071
C 0.1095 0.8874 2.1490
C -0.1810 2.2397 2.0672
C -0.4123 2.7979 0.8191
N -0.3704 2.1021 -0.3164
C -0.0904 0.8018 -0.2239
C 0.1528 0.1509 0.9745
H 0.2894 0.4096 3.1036
H -0.2297 2.8538 2.9560
H -0.6456 3.8524 0.7206
H -0.0543 0.2518 -1.1607
H 0.3725 -0.9087 0.9886
C -0.2087 -3.7827 5.3526
C 0.9299 -2.9932 5.4143
C 0.8098 -1.6271 5.2077
N -0.3514 -1.0247 4.9480
C -1.4412 -1.7919 4.8797
C -1.4195 -3.1634 5.0780
H -0.1516 -4.8540 5.5072
H 1.9008 -3.4255 5.6173
H 1.6841 -0.9855 5.2414
H -2.3760 -1.2880 4.6602
H -2.3393 -3.7301 5.0183
C -6.9524 -1.9992 2.0799
C -6.6097 -0.7755 2.6313
C -5.5348 -0.7226 3.5064
N -4.8113 -1.7865 3.8480
C -5.1516 -2.9558 3.3106
C -6.2076 -3.1153 2.4261
H -7.7849 -2.0818 1.3932
H -7.1617 0.1229 2.3918
H -5.2382 0.2184 3.9567
H -4.5480 -3.8086 3.6028
H -6.4372 -4.0914 2.0213
C 5.6569 1.8272 2.6016
C 4.6283 1.4155 1.7678
C 3.7234 0.4774 2.2406
N 3.7815 -0.0567 3.4603
C 4.7738 0.3463 4.2518
C 5.7284 1.2782 3.8728
H 6.3906 2.5552 2.2772
H 4.5263 1.8124 0.7665
H 2.9065 0.1359 1.6154
H 4.8048 -0.1009 5.2402
H 6.5116 1.5678 4.5610
C 10.6118 5.2527 2.9418
C 9.4239 5.8154 2.5038
C 8.3879 4.9694 2.1383
N 8.4724 3.6413 2.1824
C 9.6198 3.1139 2.6037
C 10.7134 3.8719 2.9938
H 11.4437 5.8791 3.2367
H 9.2982 6.8878 2.4451
H 7.4431 5.3751 1.7929
H 9.6640 2.0303 2.6275
H 11.6205 3.3876 3.3283
C -0.9686 1.2465 8.7300
C -1.5795 0.2874 7.9384
C -2.7954 -0.2333 8.3590
N -3.4100 0.1341 9.4817
C -2.8089 1.0555 10.2309
C -1.5950 1.6406 9.9017
H -0.0201 1.6790 8.4372
H -1.1322 -0.0541 7.0147
H -3.3032 -0.9842 7.7624
H -3.3261 1.3392 11.1413
H -1.1560 2.3864 10.5508
C -3.5168 -3.1802 -5.2312
C -3.5302 -1.7954 -5.1871
C -4.0781 -1.1055 -6.2585
N -4.5883 -1.6999 -7.3346
C -4.5678 -3.0306 -7.3643
C -4.0477 -3.8131 -6.3435
H -3.0997 -3.7558 -4.4148
H -3.1253 -1.2557 -4.3416
H -4.1062 -0.0206 -6.2579
H -4.9886 -3.4926 -8.2506
H -4.0596 -4.8915 -6.4233
C 1.2452 -9.7254 4.7811
C -0.0102 -9.3459 4.3340
C -0.4195 -8.0383 4.5462
N 0.3285 -7.1239 5.1596
C 1.5319 -7.5021 5.5846
C 2.0351 -8.7836 5.4202
H 1.6013 -10.7367 4.6342
H -0.6624 -10.0463 3.8306
H -1.3948 -7.7059 4.2078
H 2.1220 -6.7401 6.0827
H 3.0218 -9.0328 5.7858

C50H60N10O3 | ωB97M-V/def2-TZVPD

**Molecular weight**: 849.10 g/mol
**Multiplicity**: 2
**LUMO (alpha / beta)**: 2.21 / 2.20 eV
**Net charge**: -1
**E_HOMO (alpha / beta)**: -0.715 / -5.104 eV

Element x y z (Å)
N 14.9028 33.0698 -3.9517
C 14.8382 31.7230 -3.9041
C 15.9383 30.8220 -4.0781
C 17.1743 31.4412 -4.2874
C 17.2669 32.8099 -4.3789
C 16.1548 33.5759 -4.1703
H 13.8176 31.3703 -3.8901
H 15.8055 29.7502 -4.0812
H 18.1170 30.9268 -4.4026
H 18.2591 33.2058 -4.5376
H 16.3660 34.6261 -4.0326
N 19.2891 23.3784 -11.9632
C 20.3700 23.5416 -11.1280
C 20.2632 24.2758 -9.9292
C 19.0224 24.7611 -9.5586
C 17.8341 24.5542 -10.3200
C 18.0801 23.8342 -11.5341
H 21.3546 23.3315 -11.5189
H 21.1654 24.4796 -9.3716
H 18.9076 25.3086 -8.6348
H 16.8576 24.9177 -10.0360
H 17.2736 23.7172 -12.2428
N 23.0378 27.4500 -0.1596
C 24.2793 27.6770 -0.6978
C 24.6688 27.2119 -1.9756
C 23.7507 26.5780 -2.7752
C 22.3804 26.4601 -2.2551
C 22.1208 26.8608 -0.9514
H 25.0408 28.1651 -0.1076
H 25.7081 27.3697 -2.2234
H 24.0569 26.1233 -3.7057
H 21.6333 25.9684 -2.8604
H 21.1816 26.5954 -0.4889
N 15.3504 22.4911 -1.5984
C 14.3760 22.9655 -2.4031
C 13.1628 22.2551 -2.6279
C 12.9282 21.0581 -1.9716
C 13.8695 20.5998 -1.0602
C 15.0560 21.3114 -0.9243
H 14.6261 23.9245 -2.8320
H 12.4032 22.6991 -3.2542
H 12.0299 20.4709 -2.0930
H 13.7045 19.6569 -0.5601
H 15.8536 21.0122 -0.2604
N 20.7719 30.3891 -4.5180
C 21.5282 29.3478 -4.9066
C 22.8700 29.4879 -5.2415
C 23.4191 30.7419 -5.1238
C 22.6666 31.8072 -4.6982
C 21.3239 31.5967 -4.4212
H 21.0457 28.3891 -5.0273
H 23.4531 28.6158 -5.4979
H 24.4810 30.7386 -5.3210
H 23.0306 32.8171 -4.5800
H 20.7183 32.4360 -4.1125
N 20.1772 20.6395 -2.0712
C 18.9558 21.1465 -1.7129
C 18.8799 22.3873 -1.0872
C 19.9950 23.1634 -0.9324
C 21.2390 22.7309 -1.3490
C 21.2807 21.4122 -1.8203
H 18.0212 20.6192 -1.8350
H 17.9235 22.7790 -0.7736
H 19.8469 24.1639 -0.5535
H 22.0792 23.4004 -1.2386
H 22.2221 20.9795 -2.1253
N 17.4325 25.2952 -5.0642
C 17.7542 25.1460 -3.7537
C 18.4592 26.1225 -3.0427
C 18.5635 27.4087 -3.5475
C 18.0920 27.6505 -4.8808
C 17.6170 26.5600 -5.6256
H 17.5575 24.2340 -3.2095
H 18.7778 26.0075 -2.0172
H 19.0670 28.1214 -2.9112
H 18.2453 28.5829 -5.4037
H 17.5588 26.5428 -6.7039
C 20.2765 22.9437 -5.0132
C 19.7798 23.3036 -6.3200
O 20.4708 24.5151 -6.6257
C 21.1348 24.9420 -5.6374
O 21.7811 25.9732 -5.6551
O 21.0094 24.0904 -4.5986
H 20.9264 22.0729 -5.0994
H 19.6335 22.8003 -4.1448
H 18.7216 23.5630 -6.2870
H 19.9962 22.4354 -6.9426
C 15.8737 30.2284 -7.2846
C 15.4294 30.6721 -8.6881
C 16.1446 29.8331 -9.7374
C 15.7549 28.4204 -9.6244
N 15.4033 27.2704 -9.5187
H 15.3993 29.2997 -6.9676
H 15.6174 30.9921 -6.5503
H 16.9421 30.1815 -7.0737
H 15.7147 31.6969 -8.9260
H 14.3416 30.6434 -8.7513
H 17.2253 29.9712 -9.7030
H 15.7113 30.0697 -10.7092
C 20.1343 30.6081 -0.3944
C 18.8009 30.7623 -1.1199
C 18.1689 32.1602 -0.9434
C 18.0314 32.5602 0.4373
N 17.8795 32.8963 1.5081
H 19.9958 30.6347 0.6864
H 20.7757 31.4125 -0.7544
H 20.6140 29.6738 -0.6862
H 18.0557 30.0120 -0.8557
H 18.9208 30.6046 -2.1917
H 17.1804 32.1929 -1.4017
H 18.8703 32.8793 -1.3665
C 12.8500 22.7088 -6.9139
C 13.4020 24.1606 -7.2674
C 14.7940 24.5820 -6.8648
C 15.8259 23.5676 -7.1021
N 16.6424 22.7531 -7.2577
H 11.8373 22.3972 -7.1697
H 12.8878 22.4794 -5.8490
H 13.5069 21.9495 -7.3381
H 12.6473 24.8188 -6.8371
H 13.2837 24.2997 -8.3420
H 14.8254 24.8862 -5.8186
H 15.1566 25.4761 -7.3718